8 unconnected molecules or ions with the total composition C28H30F3N5. Source: the OMol25 dataset; level of theory: ωB97M-V with the def2-TZVPD basis set.

Bonds (Å) are listed after each position.
Atoms and positions in Å:
1 F -0.40 2.39 -12.71  C2 1.350
2 C 0.93 2.61 -12.61  F1 1.350, C3 1.387, C7 1.385
3 C 1.75 1.97 -13.53  C2 1.387, C4 1.385, H8 1.082
4 C 3.12 2.16 -13.46  C3 1.385, C5 1.392, H9 1.080
5 C 3.67 2.96 -12.45  C4 1.392, C6 1.400, H10 1.077
6 C 2.81 3.58 -11.53  C5 1.400, C7 1.387, H11 1.083
7 C 1.44 3.39 -11.59  C2 1.385, C6 1.387, H12 1.083
8 H 1.28 1.37 -14.30  C3 1.082
9 H 3.80 1.72 -14.18  C4 1.080
10 H 4.73 3.12 -12.35  C5 1.077
11 H 3.31 4.23 -10.83  C6 1.083
12 H 0.74 3.71 -10.83  C7 1.083
13 F 11.99 -4.64 -10.58  C14 1.348
14 C 11.12 -3.61 -10.57  F13 1.348, C15 1.384, C19 1.384
15 C 10.17 -3.47 -11.56  C14 1.384, C16 1.384, H20 1.085
16 C 9.37 -2.35 -11.57  C15 1.384, C17 1.387, H21 1.085
17 C 9.54 -1.33 -10.64  C16 1.387, C18 1.398, H22 1.079
18 C 10.44 -1.56 -9.60  C17 1.398, C19 1.386, H23 1.086
19 C 11.25 -2.68 -9.55  C14 1.384, C18 1.386, H24 1.082
20 H 10.10 -4.37 -12.17  C15 1.085
21 H 8.59 -2.31 -12.31  C16 1.085
22 H 8.93 -0.44 -10.63  C17 1.079
23 H 10.63 -0.74 -8.91  C18 1.086
24 H 12.08 -2.75 -8.85  C19 1.082
25 F 4.91 7.09 -11.54  C26 1.344
26 C 5.96 6.62 -12.24  F25 1.344, C27 1.403, C31 1.361
27 C 6.47 7.42 -13.27  C26 1.403, C28 1.370, H32 1.083
28 C 7.58 7.00 -13.96  C27 1.370, C29 1.416, H33 1.082
29 C 8.16 5.74 -13.66  C28 1.416, C30 1.374, H34 1.082
30 C 7.68 5.04 -12.58  C29 1.374, C31 1.395, H35 1.082
31 C 6.55 5.45 -11.88  C26 1.361, C30 1.395, H36 1.082
32 H 5.98 8.36 -13.45  C27 1.083
33 H 7.96 7.62 -14.76  C28 1.082
34 H 9.01 5.50 -14.30  C29 1.082
35 H 8.18 4.11 -12.34  C30 1.082
36 H 6.16 4.85 -11.07  C31 1.082
37 C 8.49 2.32 -9.55  C38 1.474, H40 1.087, H41 1.091, H42 1.088
38 C 7.52 2.16 -10.65  C37 1.474, N39 1.145
39 N 6.71 2.00 -11.44  C38 1.145
40 H 9.47 2.57 -9.95  C37 1.087
41 H 8.42 1.37 -9.01  C37 1.091
42 H 8.25 3.11 -8.84  C37 1.088
43 C 8.41 -1.97 -5.83  C44 1.465, H46 1.086, H47 1.089, H48 1.090
44 C 7.72 -1.11 -6.79  C43 1.465, N45 1.147
45 N 7.16 -0.48 -7.57  C44 1.147
46 H 7.69 -2.62 -5.35  C43 1.086
47 H 8.85 -1.33 -5.06  C43 1.089
48 H 9.18 -2.46 -6.42  C43 1.090
49 C 5.45 -1.43 -10.27  C50 1.459, H52 1.090, H53 1.087, H54 1.088
50 C 5.12 -1.85 -11.62  C49 1.459, N51 1.148
51 N 4.84 -2.16 -12.69  C50 1.148
52 H 4.50 -1.48 -9.73  C49 1.090
53 H 5.88 -0.44 -10.25  C49 1.087
54 H 6.19 -2.13 -9.86  C49 1.088
55 C 13.92 2.99 -8.50  C56 1.442, H58 1.088, H59 1.094, H60 1.087
56 C 12.52 3.24 -8.25  C55 1.442, N57 1.149
57 N 11.40 3.43 -8.06  C56 1.149
58 H 14.17 3.34 -9.50  C55 1.088
59 H 14.09 1.92 -8.46  C55 1.094
60 H 14.56 3.41 -7.72  C55 1.087
61 C 6.78 2.38 -15.30  C62 1.460, H64 1.094, H65 1.084, H66 1.092
62 C 5.53 2.73 -15.97  C61 1.460, N63 1.145
63 N 4.53 2.99 -16.46  C62 1.145
64 H 7.40 3.28 -15.32  C61 1.094
65 H 7.28 1.53 -15.76  C61 1.084
66 H 6.63 2.20 -14.23  C61 1.092

DFT total energy = -45123.429 eV
Largest force on an atom = 2.04 eV/A
Multiplicity = 1
ΔE to the lowest compared entry with this formula, charge and spin = 0.0 kcal per mole
Net charge = 0
SMILES string = Fc1ccccc1.Fc1ccccc1.Fc1ccccc1.CC#N.CC#N.CC#N.CC#N.CC#N
Lowest unoccupied orbital energy = 0.0008 Ha

=====

9 unconnected molecules or ions with the total composition H18O9. Source: the OMol25 dataset; level of theory: ωB97M-V with the def2-TZVPD basis set.

Bonds (Å) are listed after each position.
Atoms and positions in Å:
1 O 1.42 -0.03 -0.55  H2 0.964, H3 0.964
2 H 0.85 -0.62 -0.04  O1 0.964
3 H 2.31 -0.22 -0.22  O1 0.964
4 O 0.40 0.81 -2.72  H5 0.964, H6 0.964
5 H 0.77 0.88 -1.84  O4 0.964
6 H -0.54 0.67 -2.56  O4 0.964
7 O 1.29 -0.90 2.85  H8 0.964, H9 0.964
8 H 0.43 -1.23 3.14  O7 0.964
9 H 1.07 -0.12 2.32  O7 0.964
10 O -2.42 -1.72 -0.79  H11 0.964, H12 0.964
11 H -1.99 -2.24 -0.11  O10 0.964
12 H -2.27 -0.81 -0.52  O10 0.964
13 O 4.74 -0.68 0.40  H14 0.964, H15 0.964
14 H 4.54 -0.32 -0.47  O13 0.964
15 H 5.60 -0.30 0.63  O13 0.964
16 O 0.66 3.38 0.63  H17 0.964, H18 0.964
17 H 1.56 3.05 0.57  O16 0.964
18 H 0.12 2.60 0.83  O16 0.964
19 O -2.06 2.71 -0.52  H20 0.964, H21 0.964
20 H -1.46 2.60 0.23  O19 0.964
21 H -2.92 2.45 -0.17  O19 0.964
22 O -3.96 -0.72 1.78  H23 0.964, H24 0.964
23 H -4.01 -0.22 0.95  O22 0.964
24 H -3.02 -0.67 2.01  O22 0.964
25 O -0.27 -2.84 -1.27  H26 0.964, H27 0.964
26 H 0.23 -3.56 -1.67  O25 0.964
27 H 0.26 -2.05 -1.47  O25 0.964

DFT total energy = -18718.462 eV
Largest force on an atom = 1.08 eV/A
Multiplicity = 1
ΔE to the lowest compared entry with this formula, charge and spin = 84.7 kcal per mole
Net charge = 0
SMILES string = O.O.O.O.O.O.O.O.O
Lowest unoccupied orbital energy = -0.0278 Ha

=====

16 unconnected molecules or ions with the total composition C39H111NO16. Source: the OMol25 dataset; level of theory: ωB97M-V with the def2-TZVPD basis set.

Bonds (Å) are listed after each position.
Atoms and positions in Å:
1 C 15.67 12.57 15.20  C2 1.517, H5 1.100, H6 1.101, H7 1.095
2 C 14.18 12.70 14.95  C1 1.517, C3 1.475, O4 1.450, H8 1.052
3 C 13.88 12.59 13.51  C2 1.475, H9 1.101, H10 1.131, H11 1.076
4 O 13.51 11.66 15.71  C2 1.450, H12 0.953
5 H 15.95 11.67 14.63  C1 1.100
6 H 15.91 12.43 16.27  C1 1.101
7 H 16.27 13.36 14.73  C1 1.095
8 H 13.79 13.60 15.33  C2 1.052
9 H 13.87 11.56 13.12  C3 1.101
10 H 14.56 13.26 12.90  C3 1.131
11 H 12.93 13.04 13.29  C3 1.076
12 H 13.36 10.91 15.15  O4 0.953
13 C 13.23 12.92 9.14  C14 1.496, H17 1.111, H18 1.099, H19 1.066
14 C 14.39 12.31 9.86  C13 1.496, C15 1.511, O16 1.480, H20 1.100
15 C 15.35 11.46 9.06  C14 1.511, H21 1.114, H22 1.088, H23 1.099
16 O 15.10 13.48 10.44  C14 1.480, H24 0.960
17 H 13.57 13.37 8.19  C13 1.111
18 H 12.82 13.61 9.89  C13 1.099
19 H 12.47 12.19 8.98  C13 1.066
20 H 14.10 11.76 10.77  C14 1.100
21 H 14.80 10.60 8.62  C15 1.114
22 H 16.08 11.02 9.73  C15 1.088
23 H 15.79 11.99 8.20  C15 1.099
24 H 15.72 13.87 9.82  O16 0.960
25 C 7.90 10.45 13.52  C26 1.498, H29 1.119, H30 1.096, H31 1.084
26 C 9.04 11.31 13.98  C25 1.498, C27 1.481, O28 1.521, H32 1.077
27 C 8.63 12.24 15.05  C26 1.481, H33 1.104, H34 1.101, H35 1.069
28 O 10.17 10.47 14.57  C26 1.521, H36 0.967
29 H 7.14 11.00 12.91  C25 1.119
30 H 7.45 10.03 14.43  C25 1.096
31 H 8.20 9.63 12.88  C25 1.084
32 H 9.46 11.82 13.13  C26 1.077
33 H 9.46 12.92 15.31  C27 1.104
34 H 8.31 11.67 15.94  C27 1.101
35 H 7.88 12.90 14.66  C27 1.069
36 H 10.23 10.84 15.46  O28 0.967
37 C 19.18 18.56 15.26  C38 1.557, H41 1.085, H42 1.116, H43 1.123
38 C 20.35 17.55 15.12  C37 1.557, C39 1.537, O40 1.475, H44 1.122
39 C 20.18 16.40 16.13  C38 1.537, H45 1.124, H46 1.050, H47 1.098
40 O 20.46 17.10 13.72  C38 1.475, H48 0.967
41 H 18.98 18.75 16.31  C37 1.085
42 H 18.26 18.03 14.90  C37 1.116
43 H 19.23 19.51 14.66  C37 1.123
44 H 21.34 18.04 15.32  C38 1.122
45 H 20.22 16.74 17.20  C39 1.124
46 H 20.95 15.71 15.95  C39 1.050
47 H 19.21 15.92 15.95  C39 1.098
48 H 19.58 16.87 13.39  O40 0.967
49 C 19.67 11.22 18.99  C50 1.545, H53 1.085, H54 1.127, H55 1.113
50 C 18.96 11.18 17.62  C49 1.545, C51 1.568, O52 1.387, H56 1.081
51 C 19.33 12.42 16.75  C50 1.568, H57 1.065, H58 1.086, H59 1.118
52 O 19.21 10.00 16.94  C50 1.387, H60 0.989
53 H 20.75 11.26 18.84  C49 1.085
54 H 19.45 10.31 19.61  C49 1.127
55 H 19.40 12.12 19.59  C49 1.113
56 H 17.91 11.22 17.87  C50 1.081
57 H 19.18 13.36 17.23  C51 1.065
58 H 18.67 12.34 15.88  C51 1.086
59 H 20.42 12.39 16.51  C51 1.118
60 H 20.18 9.91 16.73  O52 0.989
61 C 16.36 9.38 12.36  C62 1.479, H67 1.117, H68 1.115, H69 1.117
62 C 17.77 8.92 12.43  C61 1.479, C63 1.496, N66 1.504, H70 1.116
63 C 18.20 8.51 11.06  C62 1.496, O64 1.422, H71 1.110, H72 1.127
64 O 17.24 7.53 10.68  C63 1.422, C65 1.430
65 C 17.71 6.65 9.65  O64 1.430, H73 1.099, H74 1.051, H75 1.060
66 N 18.55 10.10 12.94  C62 1.504, H76 1.044, H77 1.040
67 H 16.54 10.37 11.86  C61 1.117
68 H 15.83 9.64 13.30  C61 1.115
69 H 15.77 8.71 11.69  C61 1.117
70 H 17.93 8.07 13.12  C62 1.116
71 H 19.21 8.05 11.04  C63 1.110
72 H 18.13 9.27 10.24  C63 1.127
73 H 16.73 6.25 9.35  C65 1.099
74 H 18.36 5.92 10.02  C65 1.051
75 H 18.18 7.14 8.83  C65 1.060
76 H 19.40 9.77 13.44  N66 1.044
77 H 18.03 10.46 13.78  N66 1.040
78 C 15.40 17.38 17.52  C79 1.516, H81 1.090, H82 1.107, H83 1.104
79 C 14.36 18.48 17.54  C78 1.516, O80 1.438, H84 1.105, H85 1.097
80 O 14.31 19.15 18.81  C79 1.438, H86 0.962
81 H 15.16 16.64 18.29  C78 1.090
82 H 16.44 17.74 17.65  C78 1.107
83 H 15.31 16.94 16.51  C78 1.104
84 H 13.36 18.07 17.30  C79 1.105
85 H 14.59 19.15 16.70  C79 1.097
86 H 13.47 19.62 18.78  O80 0.962
87 C 12.25 14.82 18.13  C88 1.513, H90 1.081, H91 1.085, H92 1.074
88 C 13.07 14.61 19.38  C87 1.513, O89 1.427, H93 1.086, H94 1.088
89 O 14.40 14.13 19.29  C88 1.427, H95 0.939
90 H 11.89 13.97 17.56  C87 1.081
91 H 12.81 15.40 17.40  C87 1.085
92 H 11.40 15.41 18.42  C87 1.074
93 H 12.53 13.97 20.08  C88 1.086
94 H 13.23 15.62 19.76  C88 1.088
95 H 14.46 13.34 18.78  O89 0.939
96 C 11.79 9.57 18.21  C97 1.519, H99 1.121, H100 1.127, H101 1.085
97 C 11.54 11.07 18.31  C96 1.519, O98 1.460, H102 1.093, H103 1.119
98 O 11.17 11.72 17.06  C97 1.460, H104 0.969
99 H 11.43 9.04 19.13  C96 1.121
100 H 12.85 9.25 18.01  C96 1.127
101 H 11.17 9.13 17.44  C96 1.085
102 H 12.39 11.57 18.80  C97 1.093
103 H 10.70 11.24 19.03  C97 1.119
104 H 12.00 11.88 16.60  O98 0.969
105 C 15.84 11.52 20.59  C106 1.511, H108 1.091, H109 1.083, H110 1.069
106 C 15.23 10.74 19.46  C105 1.511, O107 1.483, H111 1.084, H112 1.044
107 O 15.05 11.67 18.31  C106 1.483, H113 0.967
108 H 15.28 12.45 20.71  C105 1.091
109 H 16.84 11.83 20.31  C105 1.083
110 H 15.84 10.96 21.50  C105 1.069
111 H 14.28 10.33 19.78  C106 1.084
112 H 15.83 9.95 19.16  C106 1.044
113 H 14.74 11.17 17.54  O107 0.967
114 C 12.12 18.65 7.84  C115 1.519, H117 1.099, H118 1.083, H119 1.153
115 C 11.91 17.36 8.61  C114 1.519, O116 1.421, H120 1.121, H121 1.094
116 O 13.19 16.78 8.83  C115 1.421, H122 0.952
117 H 12.60 19.41 8.47  C114 1.099
118 H 11.17 19.07 7.54  C114 1.083
119 H 12.77 18.35 6.93  C114 1.153
120 H 11.29 16.57 8.10  C115 1.121
121 H 11.40 17.67 9.52  C115 1.094
122 H 13.31 16.80 9.77  O116 0.952
123 C 15.49 6.90 15.78  C124 1.525, H126 1.130, H127 1.080, H128 1.103
124 C 15.66 8.03 16.79  C123 1.525, O125 1.440, H129 1.075, H130 1.109
125 O 16.49 9.10 16.29  C124 1.440, H131 0.957
126 H 15.08 7.32 14.82  C123 1.130
127 H 14.80 6.14 16.12  C123 1.080
128 H 16.46 6.43 15.56  C123 1.103
129 H 16.10 7.64 17.69  C124 1.075
130 H 14.69 8.51 17.02  C124 1.109
131 H 17.31 9.09 16.78  O125 0.957
132 C 15.21 17.15 13.33  C133 1.440, H135 1.072, H136 1.093, H137 1.128
133 C 14.03 16.38 13.05  C132 1.440, O134 1.439, H138 1.126, H139 1.077
134 O 13.89 16.10 11.64  C133 1.439, H140 0.972
135 H 15.22 17.67 14.27  C132 1.072
136 H 15.52 17.87 12.58  C132 1.093
137 H 16.09 16.48 13.56  C132 1.128
138 H 13.17 16.98 13.46  C133 1.126
139 H 13.98 15.42 13.53  C133 1.077
140 H 14.31 15.25 11.44  O134 0.972
141 C 10.47 14.95 12.77  C142 1.487, H144 1.079, H145 1.082, H146 1.105
142 C 10.26 15.13 11.31  C141 1.487, O143 1.452, H147 1.069, H148 1.168
143 O 9.02 14.44 10.98  C142 1.452, H149 0.959
144 H 11.19 15.60 13.24  C141 1.079
145 H 10.72 13.92 12.97  C141 1.082
146 H 9.47 15.16 13.19  C141 1.105
147 H 11.10 14.84 10.72  C142 1.069
148 H 10.12 16.27 11.08  C142 1.168
149 H 8.86 14.58 10.04  O143 0.959
150 C 17.63 14.89 12.34  C151 1.550, H153 1.072, H154 1.074, H155 1.115
151 C 17.70 13.38 12.03  C150 1.550, O152 1.436, H156 1.126, H157 1.111
152 O 18.77 12.90 12.86  C151 1.436, H158 0.955
153 H 17.56 14.96 13.41  C150 1.072
154 H 16.87 15.38 11.76  C150 1.074
155 H 18.54 15.37 11.91  C150 1.115
156 H 18.01 13.26 10.95  C151 1.126
157 H 16.77 12.81 12.23  C151 1.111
158 H 18.72 11.96 12.70  O152 0.955
159 C 11.86 8.85 11.82  C160 1.541, H162 1.073, H163 1.060, H164 1.079
160 C 12.26 8.60 13.29  C159 1.541, O161 1.423, H165 1.080, H166 1.093
161 O 12.62 9.84 13.89  C160 1.423, H167 0.980
162 H 11.61 7.95 11.29  C159 1.073
163 H 12.62 9.27 11.23  C159 1.060
164 H 11.06 9.57 11.78  C159 1.079
165 H 13.07 7.90 13.45  C160 1.080
166 H 11.37 8.17 13.76  C160 1.093
167 H 11.79 10.37 13.94  O161 0.980

DFT total energy = -76488.914 eV
Largest force on an atom = 4.30 eV/A
Multiplicity = 1
Net charge = 0
Lowest unoccupied orbital energy = 0.0186 Ha

=====

A single C5H11NO2 molecule. Source: the OMol25 dataset; level of theory: ωB97M-V with the def2-TZVPD basis set.

Bonds (Å) are listed after each position.
Atoms and positions in Å:
1 C -0.96 1.50 -0.57  C2 1.608, H9 1.093, H10 1.067, H11 1.144
2 C -0.19 0.13 -0.88  C1 1.608, C3 1.492, C4 1.545, H12 1.122
3 C 1.17 0.41 -1.44  C2 1.492, H13 1.078, H14 1.130, H15 1.179
4 C -0.26 -0.92 0.25  C2 1.545, N5 1.425, C6 1.602, H16 1.140
5 N -1.54 -1.32 0.74  C4 1.425, H17 1.016, H18 1.008
6 C 0.84 -0.57 1.36  C4 1.602, O7 1.193, O8 1.316
7 O 2.00 -0.61 1.08  C6 1.193
8 O 0.39 -0.48 2.59  C6 1.316, H19 0.990
9 H -2.01 1.33 -0.83  C1 1.093
10 H -0.86 1.99 0.37  C1 1.067
11 H -0.57 2.25 -1.34  C1 1.144
12 H -0.85 -0.31 -1.68  C2 1.122
13 H 1.71 1.24 -1.03  C3 1.078
14 H 1.17 0.60 -2.55  C3 1.130
15 H 1.77 -0.60 -1.29  C3 1.179
16 H 0.22 -1.78 -0.31  C4 1.140
17 H -2.02 -0.60 1.27  N5 1.016
18 H -1.30 -2.06 1.37  N5 1.008
19 H 1.29 -0.22 2.91  O8 0.990

DFT total energy = -10947.900 eV
Largest force on an atom = 4.78 eV/A
Multiplicity = 1
ΔE to the lowest compared entry with this formula, charge and spin = 31.5 kcal per mole
Net charge = 0
SMILES string = CC(C)[C@H](N)C(=O)O
Lowest unoccupied orbital energy = 0.0258 Ha

=====

A single C3H8S molecule. Source: the OMol25 dataset; level of theory: ωB97M-V with the def2-TZVPD basis set.

Bonds (Å) are listed after each position.
Atoms and positions in Å:
1 C 1.10 -0.85 -0.34  C2 1.532, H5 1.094, H6 1.096, H7 1.139
2 C -0.04 0.17 -0.40  C1 1.532, C3 1.552, S4 1.934, H8 1.169
3 C -1.14 -0.13 0.65  C2 1.552, H9 1.036, H10 1.122, H11 1.010
4 S 0.63 1.93 0.03  C2 1.934, H12 1.249
5 H 0.79 -1.90 -0.27  C1 1.094
6 H 1.66 -0.90 -1.28  C1 1.096
7 H 1.77 -0.65 0.56  C1 1.139
8 H -0.46 0.40 -1.46  C2 1.169
9 H -0.52 -0.23 1.47  C3 1.036
10 H -1.68 -1.10 0.48  C3 1.122
11 H -1.72 0.68 0.80  C3 1.010
12 H -0.40 2.58 -0.25  S4 1.249

DFT total energy = -14075.141 eV
Largest force on an atom = 4.18 eV/A
Multiplicity = 1
ΔE to the lowest compared entry with this formula, charge and spin = 18.0 kcal per mole
Net charge = 0
SMILES string = CC(C)S
Lowest unoccupied orbital energy = 0.0368 Ha